# 1
A cluster of 8 separate species, C64H127Cl3N7O7 in total in a non-equilibrium geometry, computed with ωB97M-V with the def2-TZVPD basis set.

```
208
Properties=species:S:1:pos:R:3:lowdin_charge:R:1
C -1.940 -4.090 -2.117 -0.0216
C -2.273 -4.812 -0.803 -0.4777
C -1.587 -4.033 0.366 -0.1372
C -2.294 -2.760 0.825 -0.1959
C -3.644 -3.225 1.342 -0.1487
C -4.509 -3.872 0.206 -0.4931
N -3.718 -4.911 -0.491 -0.0549
O -4.400 -5.641 -1.440 -0.0205
C -5.749 -4.539 0.947 -0.0108
C -5.044 -2.791 -0.650 -0.0468
C -1.490 -6.117 -0.874 -0.0404
H -0.890 -3.806 -2.190 0.0692
H -2.476 -3.139 -2.147 0.0591
H -2.210 -4.720 -2.963 0.0920
H -1.571 -4.667 1.255 0.1142
H -0.562 -3.831 0.053 0.0992
H -2.347 -1.930 0.120 0.0725
H -1.884 -2.280 1.717 0.1141
H -4.151 -2.333 1.713 0.1192
H -3.425 -3.854 2.205 0.1235
H -5.996 -3.882 1.778 0.0804
H -6.511 -4.703 0.187 0.0763
H -5.377 -5.503 1.293 0.0823
H -5.713 -3.159 -1.426 0.0974
H -5.579 -2.028 -0.082 0.0980
H -4.175 -2.249 -1.032 0.0645
H -0.436 -5.908 -1.051 0.0838
H -1.892 -6.716 -1.694 0.0828
H -1.583 -6.814 -0.040 0.0883
C -0.016 6.837 -3.477 -0.0591
C -0.469 6.162 -2.128 -0.4594
C -1.140 7.431 -1.505 -0.1607
C -2.086 7.038 -0.394 -0.1784
C -3.176 6.081 -0.956 -0.1663
C -2.627 4.825 -1.584 -0.4552
N -1.499 5.171 -2.535 -0.0037
O -0.884 3.985 -3.089 -0.0389
C -2.099 3.919 -0.417 -0.0180
C -3.894 4.124 -2.201 -0.0197
C 0.853 5.791 -1.391 -0.0082
H 0.681 7.661 -3.336 0.0852
H -0.822 7.183 -4.123 0.0819
H 0.455 6.030 -4.043 0.0755
H -0.443 8.166 -1.096 0.1207
H -1.687 8.083 -2.188 0.1168
H -2.592 7.902 0.039 0.1115
H -1.626 6.502 0.438 0.1019
H -3.739 6.668 -1.686 0.1221
H -3.897 5.867 -0.167 0.1151
H -2.846 3.811 0.371 0.0729
H -1.860 2.960 -0.877 0.0702
H -1.244 4.276 0.158 0.0642
H -3.717 3.057 -2.353 0.0563
H -4.715 4.060 -1.488 0.0897
H -4.118 4.628 -3.140 0.0889
H 0.561 5.272 -0.475 0.0627
H 1.462 6.671 -1.206 0.0915
H 1.305 4.939 -1.900 0.0785
C 4.765 -2.737 2.185 -0.0443
C 3.578 -3.667 2.050 -0.4439
C 4.049 -4.538 0.841 -0.1396
C 3.300 -5.885 0.693 -0.1831
C 3.276 -6.698 1.930 -0.1660
C 2.674 -5.911 3.137 -0.5038
N 3.322 -4.574 3.261 -0.0404
O 3.053 -3.943 4.465 -0.0338
C 1.166 -5.907 2.996 -0.0288
C 3.041 -6.848 4.284 -0.0444
C 2.308 -2.944 1.559 -0.0174
H 5.222 -2.274 1.315 0.0958
H 5.481 -3.282 2.805 0.0955
H 4.523 -1.973 2.931 0.0591
H 3.953 -4.009 -0.108 0.0919
H 5.122 -4.733 0.893 0.1166
H 3.795 -6.472 -0.082 0.1146
H 2.260 -5.603 0.509 0.0947
H 4.317 -6.908 2.196 0.1250
H 2.780 -7.668 1.919 0.1211
H 0.664 -5.330 3.776 0.0930
H 0.860 -5.346 2.110 0.0511
H 0.758 -6.917 2.983 0.0983
H 4.051 -6.570 4.587 0.0922
H 2.322 -6.621 5.073 0.0840
H 3.005 -7.902 4.020 0.0863
H 1.566 -3.609 1.122 0.0544
H 2.594 -2.148 0.875 0.0253
H 1.894 -2.499 2.467 0.0899
C 4.793 1.402 2.168 -0.0689
C 4.390 1.534 3.624 -0.4695
C 5.731 1.122 4.298 -0.1368
C 5.600 1.488 5.783 -0.1847
C 5.471 3.001 5.858 -0.1505
C 4.129 3.490 5.209 -0.4471
N 3.964 2.939 3.865 -0.0839
O 2.980 3.442 3.063 -0.0331
C 2.946 3.195 6.177 -0.0310
C 4.323 5.080 5.173 -0.0264
C 3.297 0.510 3.923 -0.0138
H 4.027 1.637 1.428 0.0474
H 5.199 0.426 1.895 0.0801
H 5.634 2.048 1.908 0.0890
H 5.888 0.044 4.230 0.1139
H 6.631 1.524 3.835 0.1190
H 6.481 1.285 6.396 0.1123
H 4.745 1.002 6.253 0.1050
H 6.290 3.460 5.301 0.1201
H 5.594 3.250 6.912 0.1218
H 2.049 3.347 5.575 0.0691
H 2.977 2.240 6.702 0.0734
H 2.823 3.841 7.048 0.0838
H 3.339 5.545 5.088 0.0679
H 4.675 5.437 6.140 0.0786
H 4.908 5.416 4.319 0.0813
H 2.919 0.170 2.961 0.0463
H 2.519 0.905 4.576 0.0810
H 3.721 -0.320 4.488 0.0814
C -1.629 -0.487 -4.735 -0.0297
C -2.933 -0.869 -5.434 -0.4725
C -4.047 -1.063 -4.350 -0.1465
C -4.400 0.220 -3.669 -0.1859
C -5.013 1.306 -4.608 -0.0983
C -4.041 1.412 -5.866 -0.4367
N -3.450 0.183 -6.316 -0.0825
O -2.818 0.231 -7.544 -0.0182
C -4.989 1.946 -7.009 -0.0436
C -3.018 2.539 -5.461 -0.0315
C -2.775 -2.245 -6.099 -0.0271
H -0.783 -0.729 -5.382 0.0865
H -1.451 -0.917 -3.748 0.0463
H -1.367 0.543 -4.480 0.0744
H -4.931 -1.537 -4.780 0.1291
H -3.637 -1.755 -3.612 0.0930
H -3.558 0.634 -3.109 0.0995
H -5.096 -0.046 -2.869 0.1050
H -5.117 2.275 -4.124 0.0949
H -6.011 1.076 -4.984 0.1052
H -5.904 1.414 -7.273 0.0784
H -5.311 2.976 -6.843 0.0770
H -4.489 2.065 -7.972 0.0708
H -2.145 2.443 -6.109 0.0848
H -3.391 3.559 -5.562 0.0794
H -2.610 2.552 -4.450 0.0418
H -2.023 -2.247 -6.889 0.0803
H -3.693 -2.462 -6.648 0.0881
H -2.591 -3.053 -5.392 0.0815
C -1.862 3.470 7.232 -0.0313
C -2.168 4.086 5.864 -0.4903
C -1.546 3.170 4.832 -0.1422
C -2.037 3.334 3.413 -0.1890
C -3.541 3.273 3.418 -0.1634
C -4.238 4.184 4.386 -0.5097
N -3.610 4.135 5.704 -0.0998
O -4.374 4.577 6.725 -0.0188
C -4.356 5.584 3.794 -0.0176
C -5.688 3.678 4.580 -0.0374
C -1.531 5.482 5.719 -0.0051
H -0.859 3.046 7.268 0.0822
H -2.582 2.723 7.570 0.0893
H -1.989 4.157 8.071 0.0819
H -0.505 3.469 4.679 0.1123
H -1.459 2.118 5.107 0.1294
H -1.624 2.648 2.675 0.0805
H -1.780 4.320 3.013 0.1038
H -3.777 2.221 3.614 0.1275
H -4.004 3.367 2.433 0.1144
H -4.512 6.308 4.593 0.0950
H -3.414 5.832 3.301 0.0647
H -5.128 5.601 3.026 0.0873
H -6.170 3.576 3.606 0.0842
H -5.635 2.704 5.068 0.0879
H -6.355 4.279 5.196 0.0817
H -1.784 5.962 4.773 0.0697
H -0.458 5.416 5.893 0.0873
H -1.941 6.228 6.403 0.0901
C 1.638 -3.885 -4.302 -0.0186
C 2.762 -2.929 -3.979 -0.4952
C 3.606 -3.592 -2.886 -0.1712
C 4.455 -4.748 -3.281 -0.1866
C 5.422 -4.287 -4.373 -0.1264
C 4.631 -3.660 -5.592 -0.4272
N 3.575 -2.724 -5.161 -0.0967
O 3.196 -1.856 -6.103 -0.0079
C 5.728 -3.081 -6.525 -0.0573
C 4.164 -4.896 -6.436 -0.0372
C 2.195 -1.658 -3.369 -0.0674
H 1.697 -4.951 -4.083 0.0892
H 1.261 -3.759 -5.320 0.0949
H 0.704 -3.586 -3.816 0.0628
H 4.111 -2.801 -2.329 0.1260
H 2.937 -4.093 -2.178 0.1133
H 3.879 -5.554 -3.739 0.1030
H 4.840 -5.121 -2.331 0.1099
H 5.886 -5.230 -4.669 0.1138
H 6.275 -3.673 -4.077 0.1153
H 6.191 -2.263 -5.964 0.0805
H 6.586 -3.734 -6.683 0.0848
H 5.439 -2.659 -7.486 0.0835
H 3.310 -4.556 -7.025 0.0849
H 4.906 -5.334 -7.102 0.0817
H 3.806 -5.745 -5.850 0.0682
H 2.944 -0.871 -3.291 0.0784
H 1.666 -1.871 -2.441 0.0365
H 1.414 -1.249 -4.014 0.0753
C 0.862 0.843 -0.347 -1.4401
Cl -0.328 -0.169 -1.155 0.5911
Cl 2.465 0.054 -0.514 0.5802
Cl 0.614 1.195 1.394 0.5618
H 0.869 1.799 -0.861 0.0119
```

Properties
Energy relative to the best compared isomer or geometry (same formula, charge and spin) (kJ/mol): 0.0
Kohn-Sham gap (spin up / spin down) (eV): 8.45 / 8.68
Largest force on an atom (Eh/bohr): 0.1027
HOMO (spin up / spin down) (eV): -8.2343 / -9.4604
⟨S²⟩: 15.783
Multiplicity: 8

# 2
A structure of composition C28H48B2N2O56S10 in a non-equilibrium geometry, computed with ωB97M-V with the def2-TZVPD basis set.

```
146
Properties=species:S:1:pos:R:3:lowdin_charge:R:1
N -1.508 -4.841 -0.314 0.2853
H -1.167 -3.899 -0.581 0.0802
H -0.904 -5.274 0.389 0.0743
H -1.371 -5.328 -1.205 0.1282
H -2.506 -4.706 -0.065 0.0949
N -3.387 4.874 1.760 0.2838
H -4.368 4.938 1.490 0.1374
H -2.983 5.816 1.777 0.1433
H -2.775 4.442 1.019 0.0817
H -3.260 4.333 2.617 0.1190
O -1.641 4.262 -0.355 0.1191
C -1.000 3.239 -0.433 -0.3393
O -1.435 2.070 -0.045 0.2318
B -0.425 1.013 -0.302 -0.9026
O 0.749 1.772 -0.778 0.2160
C 0.484 3.063 -0.849 -0.4099
O 1.189 3.888 -1.229 0.1843
O -0.882 0.061 -1.314 0.2427
C -1.045 -1.111 -0.753 -0.3903
O -1.374 -2.095 -1.298 0.1612
C -0.757 -0.952 0.773 -0.3592
O -0.287 0.287 0.950 0.2386
O -0.677 -1.788 1.596 0.1847
O -2.918 2.143 2.306 0.1484
C -3.631 1.270 1.938 -0.3905
O -3.569 -0.009 2.240 0.2413
B -4.723 -0.717 1.630 -0.8465
O -5.517 0.365 1.012 0.2453
C -4.899 1.516 1.105 -0.4008
O -5.240 2.570 0.658 0.1532
O -5.417 -1.531 2.624 0.2593
C -5.191 -2.816 2.405 -0.4204
O -5.485 -3.695 3.093 0.1863
C -4.438 -2.926 1.044 -0.3474
O -4.365 -1.704 0.575 0.2353
O -4.028 -3.914 0.495 0.1257
C 3.891 -0.004 1.824 -0.1427
C 4.826 1.051 2.415 -0.1016
O 5.234 1.887 1.283 -0.2021
S 4.445 1.483 -0.085 0.5944
O 5.169 0.558 -0.872 -0.1992
O 3.871 2.612 -0.707 -0.2141
O 3.333 0.706 0.724 -0.2072
H 3.069 -0.408 2.402 0.1002
H 4.426 -0.910 1.530 0.1401
H 5.812 0.652 2.649 0.1332
H 4.447 1.627 3.254 0.1316
C 3.809 6.386 -1.300 -0.1627
C 3.545 6.916 -2.732 -0.1272
O 2.584 7.958 -2.571 -0.1784
S 1.765 7.852 -1.207 0.6001
O 0.697 6.935 -1.323 -0.2062
O 1.574 9.137 -0.679 -0.1901
O 2.930 7.051 -0.427 -0.2078
H 4.874 6.527 -1.114 0.1330
H 3.609 5.313 -1.247 0.1053
H 3.096 6.165 -3.383 0.1157
H 4.445 7.273 -3.223 0.1325
C -1.304 -3.245 -5.232 -0.1555
C -2.257 -2.759 -4.157 -0.1610
O -2.066 -1.352 -4.118 -0.2052
S -1.428 -0.724 -5.462 0.6292
O -0.208 -0.043 -5.239 -0.2039
O -2.404 -0.102 -6.266 -0.1947
O -1.168 -2.176 -6.139 -0.1725
H -1.553 -4.164 -5.746 0.1411
H -0.355 -3.347 -4.697 0.1082
H -2.101 -3.220 -3.184 0.1061
H -3.332 -2.895 -4.319 0.1359
C 2.421 -6.996 3.113 -0.1119
C 2.299 -7.466 1.672 -0.1204
O 2.351 -6.221 0.963 -0.1907
S 1.749 -4.968 1.739 0.5891
O 0.461 -4.616 1.273 -0.2412
O 2.729 -3.964 1.894 -0.1966
O 1.671 -5.753 3.113 -0.2119
H 3.421 -6.683 3.412 0.1355
H 1.947 -7.550 3.915 0.1404
H 1.353 -7.958 1.468 0.1275
H 3.204 -7.997 1.398 0.1394
C 2.693 5.742 2.630 -0.1087
C 2.391 4.756 1.524 -0.1555
O 1.642 3.764 2.242 -0.1930
S 0.586 4.475 3.211 0.6076
O 0.395 3.751 4.404 -0.1948
O -0.592 4.734 2.465 -0.2257
O 1.440 5.820 3.367 -0.1809
H 2.924 6.757 2.314 0.1330
H 3.421 5.451 3.387 0.1379
H 3.319 4.315 1.163 0.1250
H 1.811 5.096 0.666 0.1066
C -3.983 1.359 -3.194 -0.1295
C -4.241 0.172 -2.266 -0.1608
O -4.838 -0.748 -3.178 -0.1964
S -6.061 0.051 -3.864 0.6178
O -7.087 0.148 -2.897 -0.2076
O -6.292 -0.423 -5.170 -0.2004
O -5.230 1.442 -3.912 -0.1859
H -3.127 1.275 -3.861 0.1148
H -3.871 2.297 -2.647 0.1315
H -4.872 0.453 -1.424 0.1180
H -3.310 -0.315 -1.993 0.1104
C -1.917 -4.706 4.605 -0.1314
C -3.035 -4.427 3.643 -0.1718
O -2.768 -5.335 2.573 -0.1952
S -2.265 -6.740 3.172 0.6216
O -1.106 -7.211 2.496 -0.2353
O -3.374 -7.563 3.431 -0.1859
O -1.691 -6.130 4.564 -0.1916
H -1.899 -4.261 5.586 0.1416
H -1.015 -4.393 4.052 0.1273
H -2.961 -3.393 3.315 0.1387
H -4.025 -4.631 4.055 0.1269
C 2.340 3.256 -3.803 -0.1718
C 1.420 2.059 -3.953 -0.1492
O 2.206 1.136 -4.689 -0.2281
S 3.468 1.800 -5.411 0.6012
O 3.409 1.538 -6.796 -0.2022
O 4.643 1.408 -4.727 -0.2183
O 3.041 3.324 -5.067 -0.1806
H 3.166 3.163 -3.089 0.1116
H 1.869 4.177 -3.469 0.1141
H 0.583 2.278 -4.620 0.1341
H 1.046 1.664 -3.018 0.1152
C 2.294 -1.457 -1.954 -0.0882
C 2.710 -1.837 -3.358 -0.1011
O 1.948 -3.044 -3.635 -0.2057
S 1.905 -3.983 -2.317 0.6076
O 3.049 -4.796 -2.228 -0.1878
O 0.599 -4.525 -2.237 -0.2385
O 1.978 -2.729 -1.304 -0.2088
H 1.356 -0.899 -1.872 0.1211
H 3.038 -0.973 -1.322 0.1173
H 3.761 -2.123 -3.433 0.1439
H 2.360 -1.157 -4.130 0.1210
C -0.081 0.513 4.456 -0.1148
C 1.280 0.327 3.740 -0.1766
O 2.192 -0.182 4.699 -0.1998
S 1.613 -0.069 6.199 0.6052
O 1.894 1.237 6.676 -0.2157
O 1.965 -1.165 7.012 -0.2023
O 0.098 -0.171 5.705 -0.1907
H -0.909 0.119 3.878 0.1253
H -0.208 1.546 4.770 0.1023
H 1.602 1.252 3.264 0.1181
H 1.164 -0.453 2.987 0.1050
```

Properties
Energy relative to the best compared isomer or geometry (same formula, charge and spin) (kJ/mol): 0.0
Kohn-Sham gap (eV): 10.45
Largest force on an atom (Eh/bohr): 0.0881
HOMO (eV): -10.7084

# 3
A structure of composition C38H33N3O5P2Pd, computed with ωB97M-V with the def2-TZVPD basis set.

```
82
Properties=species:S:1:pos:R:3:lowdin_charge:R:1
Pd -1.285 -0.135 -1.995 1.1378
O 1.049 0.369 -1.702 -0.3684
P 2.064 0.260 -0.623 0.7355
C 1.357 -0.339 0.954 -0.2760
P 0.097 -1.639 0.786 0.7545
O -1.033 -1.253 -0.110 -0.3899
C 0.931 -3.132 0.240 -0.2701
C 0.334 -3.865 -0.779 -0.0604
C 0.942 -5.022 -1.250 -0.0603
C 2.135 -5.449 -0.693 -0.0693
C 2.739 -4.717 0.325 -0.0793
C 2.143 -3.559 0.786 -0.0928
C -0.540 -1.892 2.449 -0.2654
C -1.909 -1.724 2.637 -0.0576
C -2.462 -1.909 3.897 -0.0662
C -1.653 -2.260 4.966 -0.0753
C -0.285 -2.425 4.782 -0.0772
C 0.270 -2.242 3.528 -0.0789
C 2.786 1.850 -0.203 -0.2737
C 2.597 2.888 -1.110 -0.0563
C 3.109 4.147 -0.835 -0.0651
C 3.806 4.373 0.342 -0.0738
C 3.989 3.342 1.255 -0.0761
C 3.476 2.084 0.985 -0.0939
C 3.353 -0.907 -1.079 -0.2716
C 4.577 -0.987 -0.421 -0.0783
C 5.484 -1.976 -0.767 -0.0780
C 5.171 -2.880 -1.773 -0.0757
C 3.958 -2.794 -2.440 -0.0632
C 3.046 -1.808 -2.096 -0.0623
H 0.855 0.506 1.436 0.0773
H 2.149 -0.676 1.628 0.0674
H -0.585 -3.513 -1.230 0.0965
H 0.486 -5.570 -2.065 0.0906
H 2.608 -6.350 -1.063 0.1085
H 3.683 -5.042 0.743 0.1077
H 2.641 -2.985 1.558 0.0956
H -2.529 -1.444 1.795 0.1085
H -3.526 -1.778 4.038 0.1087
H -2.086 -2.405 5.947 0.1061
H 0.347 -2.700 5.616 0.1056
H 1.336 -2.384 3.400 0.0957
H 2.030 2.705 -2.013 0.1122
H 2.954 4.954 -1.538 0.1089
H 4.202 5.358 0.555 0.1063
H 4.523 3.521 2.179 0.1056
H 3.609 1.294 1.715 0.0993
H 4.839 -0.270 0.349 0.0971
H 6.439 -2.034 -0.261 0.1044
H 5.881 -3.652 -2.044 0.1071
H 3.713 -3.497 -3.225 0.1137
H 2.094 -1.732 -2.608 0.0991
C -5.474 5.663 2.213 -0.0518
C -4.767 4.608 1.411 -0.2643
C -5.394 3.984 0.342 -0.0076
C -4.752 3.016 -0.422 -0.1933
C -5.485 2.370 -1.566 -0.0338
C -3.427 2.691 -0.110 -0.0623
C -2.768 3.307 0.962 -0.1913
C -1.353 2.963 1.344 -0.0345
C -3.459 4.248 1.713 -0.0116
C -2.695 1.678 -0.921 -0.5958
O -3.207 0.551 -1.175 -0.0603
O -1.520 1.927 -1.341 -0.0738
H -6.549 5.636 2.041 0.0737
H -5.119 6.659 1.940 0.0835
H -5.297 5.535 3.281 0.0779
H -6.415 4.253 0.095 0.1141
H -6.437 2.874 -1.730 0.0758
H -5.670 1.315 -1.370 0.0833
H -4.907 2.421 -2.489 0.0897
H -1.192 1.884 1.326 0.0677
H -1.137 3.334 2.346 0.0781
H -0.635 3.391 0.645 0.0846
H -2.962 4.712 2.559 0.1166
O -0.581 -1.832 -3.048 -0.2765
N -0.866 -1.442 -4.244 -0.0410
C -0.816 -2.347 -5.175 -0.3130
C -0.410 -3.690 -4.879 -0.1682
N -0.077 -4.756 -4.605 0.1713
C -1.143 -1.974 -6.514 -0.1854
N -1.397 -1.687 -7.597 0.1536
```

Properties
Energy relative to the best compared isomer or geometry (same formula, charge and spin) (kJ/mol): 0.0
Kohn-Sham gap (spin up / spin down) (eV): 8.65 / 7.94
Largest force on an atom (Eh/bohr): 0.0148
HOMO (spin up / spin down) (eV): -8.5698 / -8.7902
⟨S²⟩: 2.004
Multiplicity: 3